{
  "formula": "C33H37ClCuF6IN8O7S2",
  "method": "the ωB97M-V functional and the def2-TZVPD basis",
  "elements": ["Cu", "F", "C", "F", "F", "S", "O", "O", "N", "S", "O", "O", "C", "F", "F", "F", "O", "C", "C", "C", "C", "N", "C", "C", "C", "C", "C", "C", "O", "C", "C", "N", "H", "H", "H", "H", "H", "H", "H", "H", "H", "H", "H", "H", "C", "C", "C", "C", "C", "O", "C", "C", "C", "C", "C", "C", "Cl", "C", "C", "C", "N", "C", "N", "C", "N", "H", "H", "H", "H", "H", "H", "H", "H", "H", "H", "H", "H", "H", "H", "H", "H", "H", "H", "H", "H", "H", "H", "I", "C", "C", "N", "N", "C", "H", "H", "H"],
  "positions_angstrom": [[1.28073, -1.38463, -0.21930], [3.99002, -3.89899, 0.54947], [4.69754, -3.61819, 1.66163], [4.11607, -4.25045, 2.68226], [5.92719, -4.07724, 1.50269], [4.68782, -1.80462, 1.99650], [3.28573, -1.50135, 2.15630], [5.58345, -1.63703, 3.08749], [5.29602, -1.20579, 0.66175], [4.37902, -0.59510, -0.43986], [3.36078, -1.52398, -0.95788], [3.89756, 0.73601, -0.21465], [5.58902, -0.52201, -1.82414], [4.98617, 0.07797, -2.85244], [6.66511, 0.15969, -1.48501], [5.93161, -1.75520, -2.18816], [-1.07748, 1.90206, 5.24277], [-0.07392, 2.52922, 4.47133], [0.29152, 1.62336, 3.32965], [0.89909, 2.12512, 2.18770], [1.22873, 1.25953, 1.16386], [0.98494, -0.04824, 1.24294], [0.44545, -0.55577, 2.36020], [0.06513, 0.25557, 3.41177], [0.33470, -2.03368, 2.38659], [-0.01885, -2.74444, 3.51835], [-0.00902, -4.13144, 3.48292], [-0.38930, -4.94301, 4.69740], [-0.46502, -4.18460, 5.88086], [0.35241, -4.75617, 2.29620], [0.68191, -3.98146, 1.20403], [0.67144, -2.64943, 1.24457], [-1.26390, 2.43869, 6.01884], [0.83042, 2.70849, 5.06494], [-0.40819, 3.49370, 4.07620], [1.11633, 3.17981, 2.08364], [1.70175, 1.60705, 0.25699], [-0.40281, -0.15005, 4.29540], [-0.28451, -2.24315, 4.43683], [0.29779, -5.78862, 4.79642], [-1.38529, -5.35920, 4.53007], [0.42141, -4.05129, 6.23274], [0.39381, -5.83478, 2.22016], [0.97175, -4.43369, 0.26557], [-2.67648, 5.91559, -1.40703], [-2.48982, 4.79824, -2.45031], [-3.86958, 4.48464, -3.03817], [-1.58961, 5.34666, -3.57014], [-1.85401, 3.51759, -1.79335], [-0.54191, 3.82256, -1.31189], [-2.66356, 2.96563, -0.59269], [-3.67179, 1.83395, -0.84800], [-3.04689, 0.47683, -0.62135], [-2.45078, 0.17374, 0.60274], [-1.86069, -1.05832, 0.83281], [-1.86134, -2.00810, -0.17756], [-1.12750, -3.55738, 0.10482], [-2.45250, -1.74031, -1.40101], [-3.04669, -0.50118, -1.60969], [-1.64505, 2.44933, -2.88291], [-0.61917, 1.46790, -2.56690], [-0.41497, 0.80444, -1.44305], [0.60982, -0.01463, -1.59371], [1.03213, 0.22340, -2.86715], [0.31023, 1.12135, -3.48886], [-2.89496, 6.84941, -1.92368], [-1.79022, 6.10507, -0.79459], [-3.50993, 5.72479, -0.73251], [-4.27886, 5.38667, -3.49565], [-4.57623, 4.16203, -2.27267], [-3.82300, 3.72230, -3.81843], [-1.92016, 6.34961, -3.83912], [-1.64291, 4.75023, -4.48100], [-0.54473, 5.40641, -3.26537], [-0.55745, 4.69986, -0.91604], [-3.16011, 3.79376, -0.09234], [-1.91946, 2.60872, 0.12288], [-4.08394, 1.88174, -1.85551], [-4.52818, 1.94948, -0.17906], [-2.45017, 0.90776, 1.40148], [-1.41637, -1.28999, 1.79216], [-2.45592, -2.49445, -2.17701], [-3.50664, -0.29383, -2.56931], [-1.31603, 2.91515, -3.80471], [-2.56230, 1.90274, -3.09032], [-1.01891, 0.90569, -0.55859], [1.87302, -0.27667, -3.31796], [-1.00342, -5.16693, -4.51841], [0.29302, -4.21498, -3.23715], [1.65036, -4.41837, -3.09822], [2.07409, -3.57772, -2.14234], [1.07164, -2.83076, -1.66438], [-0.01952, -3.20708, -2.31738], [2.32231, -5.08502, -3.61113], [3.01429, -3.37142, -1.82919], [-0.97335, -2.74873, -2.10667]],
  "atomic_forces_ev_per_a": [[-0.419, 0.047, -0.352], [-0.017, -0.012, 0.011], [-0.016, 0.003, 0.001], [0.029, -0.013, -0.020], [-0.015, -0.010, -0.011], [-0.022, -0.022, 0.050], [0.041, 0.022, -0.027], [-0.015, 0.013, -0.010], [-0.104, 0.038, -0.067], [0.166, -0.092, 0.170], [-0.063, 0.144, 0.072], [0.025, 0.005, -0.036], [-0.027, 0.007, -0.022], [0.004, -0.022, -0.002], [-0.009, 0.014, -0.001], [0.013, 0.019, 0.008], [-0.007, 0.017, -0.022], [0.008, -0.028, 0.013], [0.013, 0.054, 0.002], [-0.013, 0.037, 0.021], [-0.026, -0.050, -0.019], [0.194, -0.028, 0.112], [0.641, 0.267, 0.227], [0.023, -0.083, 0.012], [1.114, -0.511, -0.453], [-0.262, -0.225, 0.301], [-0.083, 0.254, 0.074], [0.015, 0.017, 0.004], [0.007, 0.041, -0.033], [0.540, -0.148, -0.117], [2.179, -0.611, 1.668], [2.826, 1.427, 2.172], [0.014, -0.011, 0.015], [0.005, 0.014, -0.010], [-0.015, -0.007, -0.009], [-0.003, 0.002, -0.008], [0.007, 0.008, 0.001], [0.004, -0.010, 0.013], [-0.012, -0.008, 0.000], [0.007, 0.002, -0.014], [-0.002, -0.012, -0.003], [-0.004, -0.033, 0.019], [0.018, -0.003, -0.006], [0.392, -0.070, 0.159], [0.022, -0.063, 0.026], [-0.087, -0.053, 0.073], [0.024, -0.007, -0.006], [0.037, -0.038, 0.006], [0.074, 0.016, -0.078], [0.033, -0.028, -0.117], [-0.060, 0.209, 0.031], [0.030, -0.053, 0.039], [-0.889, -0.386, 0.131], [-0.597, -0.310, 0.348], [-0.543, -0.073, -0.102], [-0.340, -0.020, 0.021], [-6.499, -0.593, -2.066], [-0.552, 0.423, 0.164], [-0.076, -0.023, 0.015], [0.124, -0.003, -0.109], [0.239, 0.254, 0.007], [0.332, 0.135, 0.020], [0.505, -0.003, -0.029], [-0.118, -0.003, -0.116], [0.027, -0.147, -0.006], [-0.019, -0.004, 0.004], [0.011, 0.035, -0.029], [0.003, -0.045, 0.035], [-0.005, -0.006, -0.002], [-0.017, -0.024, 0.029], [-0.004, 0.007, 0.000], [-0.014, -0.005, -0.003], [0.006, -0.013, 0.006], [-0.007, 0.010, 0.007], [0.013, 0.003, -0.006], [-0.041, 0.060, -0.017], [-0.032, 0.118, 0.013], [-0.061, 0.012, 0.042], [0.090, -0.027, 0.070], [-0.012, -0.005, 0.027], [-0.903, 0.062, -0.440], [-0.695, 0.196, 0.071], [-0.036, -0.031, 0.020], [0.077, -0.062, -0.002], [-0.031, 0.131, -0.063], [0.743, 0.128, -0.375], [0.012, 0.019, -0.006], [-0.008, 0.012, 0.020], [0.014, 0.109, 0.051], [0.080, -0.007, 0.045], [0.165, -0.108, -0.135], [0.102, 0.125, -0.169], [0.468, -0.018, -0.719], [0.020, -0.001, 0.018], [-0.002, -0.001, 0.015], [1.246, -0.346, -0.644]],
  "lowdin_charge": [0.595, 0.104, -0.668, 0.139, 0.164, 0.605, -0.288, -0.235, -0.274, 0.639, -0.372, -0.256, -0.687, 0.141, 0.175, 0.150, -0.045, -0.196, -0.149, 0.033, -0.074, 0.063, -0.221, 0.075, -0.238, 0.075, -0.140, -0.195, -0.039, -0.012, -0.337, -0.075, 0.103, 0.143, 0.130, 0.131, 0.113, 0.127, 0.125, 0.137, 0.142, 0.105, 0.135, 0.102, -0.036, -0.512, -0.030, -0.035, -0.414, -0.003, -0.090, -0.113, -0.247, -0.040, -0.061, -0.494, 1.030, -0.083, -0.006, -0.027, -0.060, -0.140, 0.058, -0.145, 0.157, 0.093, 0.087, 0.083, 0.099, 0.086, 0.090, 0.091, 0.083, 0.095, 0.087, 0.112, 0.102, 0.102, 0.133, 0.137, 0.089, 0.108, 0.130, 0.124, 0.115, 0.096, 0.125, 0.917, -0.747, -0.103, 0.033, -0.054, -0.261, 0.131, 0.139, 0.020],
  "homo_ha": [-0.4224, -0.4223],
  "spin_multiplicity": 2,
  "lumo_energy_ev": [-3.21, -3.46],
  "relative_energy_ev": 3.619,
  "homo_lumo_gap_ev": [8.28, 8.03],
  "total_charge": 1,
  "e_tot_ev": -164304.99732
}